Molecular formula: C25H72N2O11
Method: DFT, ωB97M-V with the def2-TZVPD basis set

```
! RIJCOSX wB97M-V def2-TZVPD def2/J DEFGRID3
* xyz 0 1
C 20.3303 -1.8774 5.4744
C 20.8246 -1.4378 4.0855
O 20.8106 -2.5553 3.1862
H 20.9875 -2.6429 5.8868
H 19.3627 -2.3567 5.3066
H 20.2098 -0.9824 6.0833
H 21.8558 -1.0831 4.1820
H 20.1586 -0.6379 3.7676
H 21.3021 -3.2289 3.6698
C 28.2946 2.4454 3.2545
C 27.2175 1.4451 3.6350
O 26.4336 1.9254 4.6961
H 28.9295 2.1867 2.4107
H 28.9288 2.6749 4.1182
H 27.8397 3.4273 3.0875
H 27.6353 0.4493 3.8046
H 26.5442 1.3235 2.7787
H 25.5052 2.0355 4.4420
C 19.8550 2.3691 7.8656
C 18.4334 1.7833 8.1027
O 17.4890 2.3920 7.2140
H 20.5408 1.7392 8.4274
H 19.8001 3.4179 8.1532
H 20.0948 2.3968 6.8010
H 18.1609 2.0643 9.1202
H 18.5019 0.6958 8.0595
H 17.1897 1.6505 6.6756
C 23.3626 2.5874 5.6021
C 22.9507 2.2780 4.1865
O 23.9808 1.6101 3.4314
H 24.0410 1.8659 6.0644
H 22.4382 2.6410 6.1762
H 23.9611 3.4978 5.6995
H 22.6020 3.1246 3.5922
H 22.1600 1.5192 4.2465
H 23.6589 1.3758 2.5497
C 25.9407 2.8308 0.1049
C 25.6068 1.8934 -1.0491
O 26.0442 2.5989 -2.2276
H 25.6727 2.3994 1.0657
H 25.5258 3.8161 -0.1159
H 27.0025 3.0905 0.0697
H 24.5440 1.6431 -1.0839
H 26.1750 0.9583 -1.0349
H 25.5665 2.2671 -2.9941
C 26.7503 0.9059 9.5210
C 26.5377 0.9527 8.0190
O 27.3081 2.0280 7.4916
H 26.2756 1.7795 9.9723
H 27.7731 0.8417 9.8846
H 26.1944 0.0329 9.8781
H 25.4619 1.0705 7.8648
H 26.9134 0.0275 7.5667
H 26.9923 2.1828 6.5889
C 19.3821 3.2707 2.7555
O 20.0610 2.5924 1.9922
N 19.0901 2.8654 4.0463
N 18.7849 4.4534 2.3868
H 18.6846 3.5671 4.6308
H 19.5411 2.0470 4.4059
H 19.1354 4.8806 1.5493
H 18.2450 4.9417 3.0690
C 19.7910 -0.5587 0.5015
C 21.2467 -0.2641 0.1633
C 21.2749 0.4376 -1.1930
O 21.7359 0.6718 1.1380
H 19.2225 0.3636 0.6229
H 19.7047 -1.1541 1.4130
H 19.2668 -1.1115 -0.2843
H 21.9426 -1.0996 0.2225
H 20.7274 -0.1329 -1.9446
H 22.3074 0.5666 -1.5327
H 20.8977 1.4537 -1.0786
H 21.0959 1.3829 1.3242
C 23.0507 -0.9156 7.2087
C 22.5364 -0.5900 8.6087
C 21.3287 -1.4362 8.9590
O 23.5336 -0.8229 9.6204
H 23.2197 -1.9898 7.0647
H 24.0806 -0.5930 7.0398
H 22.3374 -0.5311 6.4880
H 22.3186 0.4770 8.6555
H 21.3596 -2.4567 8.5741
H 20.4154 -1.0161 8.5195
H 21.1576 -1.4448 10.0350
H 23.6651 -1.7741 9.6960
C 25.4741 5.4847 8.5429
C 24.7887 6.8080 8.1671
C 23.2640 6.6509 8.1712
O 25.1502 7.8529 9.0795
H 25.3057 5.2831 9.6013
H 26.5480 5.6276 8.4128
H 25.1583 4.6621 7.9044
H 25.0579 7.2428 7.2041
H 22.9107 6.2405 9.1199
H 22.9592 5.9176 7.4169
H 22.8223 7.6101 7.9069
H 24.8811 7.5513 9.9569
C 25.9827 7.1399 2.5098
C 24.9782 7.0610 3.6660
C 25.1001 5.7480 4.4123
O 25.2049 8.1636 4.5404
H 26.9559 7.5575 2.7698
H 25.6147 7.8342 1.7421
H 26.1658 6.2102 1.9658
H 23.9468 7.1340 3.3015
H 24.5424 5.8614 5.3527
H 26.1158 5.4883 4.7067
H 24.5585 4.9246 3.9479
H 24.9015 8.9524 4.0823
*
```

Computed properties:
* structure (SMILES): NC(N)=O.CC(C)O.CC(C)O.CC(C)O.CC(C)O.CCO.CCO.CCO.CCO.CCO.CCO
* DFT total energy: -52593.9438 eV
* HOMO-LUMO gap: 0.3486 Ha
* E_LUMO: 0.002 Eh

Results of the Mulliken charge analysis, in e, for atoms 1 through 8:
1 C -1.0808
2 C 0.3110
3 O -0.5412
4 H 0.4148
5 H 0.4632
6 H -0.0317
7 H 0.1488
8 H 0.0512